Computed, not measured: a molecular structure, C12H6BrLiN3O7, with ωB97M-V with the def2-TZVPD basis set.

XYZ file:
```
30
Properties=species:S:1:pos:R:3:forces:R:3:lowdin_charge:R:1
Li -0.09182 -0.57045 -0.33725 0.0 -0.1 -0.1 0.635
O 2.23558 0.99660 2.33385 0.0 0.0 0.0 0.000
C 1.79021 0.40523 1.35176 0.0 0.0 0.1 -0.624
O 0.54527 0.27395 1.07997 0.1 0.0 -0.1 -0.162
C 2.81447 -0.21877 0.38691 0.0 0.0 0.0 -0.038
C 4.13360 -0.07071 0.75322 0.1 0.0 0.0 0.051
C 5.18278 -0.57787 -0.01195 -0.2 0.0 -0.1 -0.161
C 4.91944 -1.24608 -1.19826 0.3 0.0 0.0 0.056
C 3.61987 -1.37172 -1.59436 -0.1 0.0 0.0 -0.085
C 2.48418 -0.92140 -0.83381 0.0 0.0 0.0 -0.322
O 1.31534 -1.18428 -1.24587 0.0 0.0 0.1 -0.121
N 3.37947 -2.03756 -2.87605 0.1 0.1 0.1 -0.358
O 2.68144 -1.47507 -3.69367 0.0 0.0 0.0 0.079
O 3.93217 -3.11095 -3.06841 0.0 0.0 0.0 0.052
N 6.54954 -0.41051 0.41281 0.0 -0.1 0.1 -0.373
O 6.76699 0.16330 1.46918 0.0 0.0 0.0 0.045
O 7.44086 -0.86322 -0.29704 0.0 0.0 0.0 0.027
H 4.33735 0.45868 1.67267 0.0 0.0 0.0 0.123
H 5.72918 -1.64687 -1.79083 0.0 0.0 0.0 0.128
Br -5.77661 -0.54054 -2.20346 0.0 0.0 0.0 0.731
C -4.39868 -0.04918 -1.00289 -0.1 0.0 0.0 -0.679
C -4.67375 0.75931 0.08514 0.0 0.0 0.0 -0.114
C -3.62762 1.08534 0.92932 0.0 0.0 0.0 -0.044
C -2.35789 0.59674 0.65788 0.0 0.0 0.0 -0.112
N -2.10704 -0.18447 -0.39928 -0.1 0.1 0.1 0.021
C -3.10958 -0.50232 -1.21576 0.1 0.0 0.0 -0.174
H -5.67862 1.11876 0.26046 0.0 0.0 0.0 0.103
H -3.79347 1.71301 1.79380 0.0 0.0 0.0 0.109
H -1.50015 0.81681 1.28708 0.0 0.0 0.0 0.094
H -2.87434 -1.13586 -2.06190 0.0 0.0 0.0 0.112
```
Forces are in eV/Å.

Results
- spin multiplicity = 1
- max |F| (hartree/bohr) = 0.005
- HOMO energy (eV) = -5.042
- total charge = -1

***

Computed, not measured: 2 unconnected molecules or ions with the total composition C8H8 in a non-equilibrium geometry, with ωB97M-V with the def2-TZVPD basis set.

XYZ file:
```
16
Properties=species:S:1:pos:R:3:forces:R:3:lowdin_charge:R:1
C 0.79984 1.45363 0.09093 0.9 -1.0 -0.3 -0.094
C 0.89443 0.80546 -1.15062 0.2 -1.2 0.5 -0.084
C 1.00764 -0.61161 -1.24285 -0.4 1.5 1.1 -0.085
C 0.98793 -1.37250 -0.08119 0.6 -0.3 0.5 -0.119
C 0.92229 -0.74752 1.16024 -0.2 1.3 0.5 -0.107
C 0.87103 0.66784 1.25047 -0.2 -1.2 -1.5 -0.094
H 0.82066 2.53879 0.09411 -0.2 -0.1 0.3 0.103
H 0.93788 1.39982 -2.04150 -0.1 0.1 -0.4 0.093
H 1.06979 -1.11877 -2.17442 0.1 -0.1 -0.7 0.091
H 1.14678 -2.45684 -0.10183 -0.4 0.4 -0.2 0.109
H 0.84141 -1.29073 2.11395 0.3 0.0 -0.7 0.111
H 0.85231 1.08927 2.21267 -0.1 0.7 1.0 0.084
C -2.18786 -0.07718 0.01776 -1.0 -0.1 0.2 0.013
C -3.38650 -0.02074 -0.03213 0.2 -0.2 -0.5 0.004
H -1.14636 -0.19153 0.14049 0.2 0.1 0.0 -0.036
H -4.43126 -0.06737 -0.25608 0.2 0.2 0.3 0.012
```
Forces are in eV/Å.

Results
- spin multiplicity = 1
- energy relative to the best compared isomer or geometry (same formula, charge and spin) (kcal per mole) = 43.1
- max |F| (hartree/bohr) = 0.038
- HOMO energy (eV) = -9.462
- total charge = 0

***

Computed, not measured: a molecular structure, C18H28F2N5OSn in a non-equilibrium geometry, with ωB97M-V with the def2-TZVPD basis set.

XYZ file:
```
55
Properties=species:S:1:pos:R:3:forces:R:3:lowdin_charge:R:1
Sn -1.71945 -0.22790 -1.56320 0.3 0.2 -0.6 1.251
C -1.70809 -1.19855 1.45390 -0.9 0.0 1.1 -0.171
C -2.27041 0.25532 1.46647 -0.1 -0.8 1.3 -0.243
N -3.24717 0.54795 0.42288 -1.4 -0.4 0.6 -0.165
C -4.62463 -0.11962 0.50230 0.5 1.1 -0.9 -0.144
C -4.90900 -0.92178 -0.80434 -0.3 0.2 -0.7 -0.208
N -3.75924 -1.75077 -1.21746 0.6 -0.3 0.0 -0.157
C -3.43781 -2.94914 -0.38719 -0.4 1.2 1.0 -0.154
C -1.92131 -3.04543 -0.15833 1.1 -1.0 0.1 -0.176
N -1.28916 -1.73471 0.12349 -1.8 1.1 1.1 -0.166
H -2.56290 -1.79211 1.86561 0.9 0.0 -0.4 0.109
H -0.86232 -1.29074 2.20504 -1.0 0.3 -0.9 0.140
H -1.44091 0.91237 1.28642 0.4 0.6 0.2 0.084
H -2.67458 0.37875 2.52738 0.5 0.2 -1.2 0.143
H -3.35321 1.57117 0.37534 0.0 -0.8 -0.1 0.122
H -5.40783 0.70002 0.60957 0.9 -1.2 0.0 0.139
H -4.68178 -0.81506 1.35010 0.1 0.4 0.0 0.105
H -5.11353 -0.26434 -1.70354 0.2 -0.4 1.2 0.132
H -5.81013 -1.55562 -0.66934 0.3 0.4 0.1 0.124
H -3.87450 -2.07157 -2.17781 -0.1 0.2 0.2 0.112
H -3.91356 -3.82696 -0.83540 0.6 -0.1 0.2 0.133
H -3.89752 -2.81713 0.62483 0.1 -0.1 -0.9 0.114
H -1.39174 -3.42547 -1.06818 -0.6 -0.1 1.1 0.107
H -1.70328 -3.64603 0.77691 -0.4 0.0 -1.3 0.147
H -0.29961 -1.82259 0.20491 0.8 -0.3 -0.6 0.095
F -1.48918 -2.91431 -3.22561 0.3 0.2 0.5 -0.104
C -0.64465 -1.89373 -2.73149 1.1 -0.3 -1.1 -0.459
F 0.52319 -2.53918 -2.19420 -1.3 0.4 -0.2 -0.104
H -0.25734 -1.42988 -3.66812 -0.1 -0.2 0.4 0.071
C 5.01431 1.49158 -0.33496 -1.8 0.5 0.0 0.051
N 3.63351 1.39979 -0.91258 0.6 0.0 2.1 -0.041
N 2.52987 1.13381 -0.05716 0.1 -0.1 -0.5 0.071
C 1.46574 0.80420 -0.86048 -1.5 -0.7 -0.6 -0.384
O 0.30128 0.48099 -0.39854 1.4 0.4 -0.3 -0.215
C 1.90134 0.87833 -2.21905 1.3 -0.1 0.6 0.063
C 3.27561 1.20521 -2.18620 -2.4 0.4 -0.3 -0.245
C 4.11207 1.57607 -3.36353 1.0 0.4 -0.1 -0.002
C 2.43353 1.46670 1.36383 0.4 0.1 -0.7 -0.179
C 2.00135 0.48347 2.26073 0.2 -0.1 -0.6 -0.023
C 1.86024 0.84056 3.59774 0.0 0.5 0.1 -0.065
C 2.21215 2.14841 4.01421 -0.3 -1.2 1.0 -0.071
C 2.68956 3.08033 3.11084 0.3 1.2 0.2 -0.082
C 2.74847 2.77229 1.76836 -0.3 -0.9 -1.4 -0.031
H 5.02868 2.35666 0.33509 0.2 -0.2 -0.2 0.085
H 5.61103 1.67916 -1.19988 0.8 0.0 -0.1 0.066
H 5.30246 0.59840 0.22011 -0.1 -0.1 -0.3 0.105
H 1.30220 0.66845 -3.10345 0.2 0.1 0.4 0.113
H 4.04775 0.80458 -4.13902 0.2 0.1 0.3 0.096
H 5.18310 1.77474 -3.08695 -1.0 -0.4 -0.5 0.086
H 3.73428 2.50932 -3.83323 0.1 -0.5 0.5 0.107
H 1.79558 -0.52273 1.84581 0.1 0.7 0.6 0.124
H 1.47560 0.11853 4.33104 0.3 0.4 -0.4 0.112
H 2.10595 2.35721 5.10113 0.2 0.1 -1.0 0.121
H 3.02952 4.09151 3.40711 -0.5 -0.8 0.1 0.124
H 2.94648 3.48944 0.94809 0.2 -0.3 0.9 0.134
```
Forces are in eV/Å.

Results
- spin multiplicity = 1
- energy relative to the best compared isomer or geometry (same formula, charge and spin) (kcal per mole) = 0.0
- max |F| (hartree/bohr) = 0.047
- HOMO energy (eV) = -10.049
- total charge = +1

***

Computed, not measured: a molecular structure, C3H7IN3 in a non-equilibrium geometry, with ωB97M-V with the def2-TZVPD basis set.

XYZ file:
```
14
Properties=species:S:1:pos:R:3:forces:R:3:lowdin_charge:R:1
C -0.06730 0.41896 1.51024 0.2 0.4 0.3 0.107
C -2.09122 2.30807 0.65892 -1.0 1.2 -0.6 -0.133
C 0.09365 -2.18927 -0.37909 -1.5 0.5 -0.6 -0.065
N 0.60234 -0.50288 1.24234 0.2 -1.3 -0.9 0.055
N -1.86473 1.05940 0.55114 2.2 1.2 1.1 -0.639
N 0.91296 -1.62956 0.67276 -1.0 0.4 -0.1 -0.032
I -3.16015 -0.23351 -0.20694 -0.9 -0.5 -0.2 0.988
H -0.05349 0.98770 2.41119 -0.8 1.0 0.1 0.122
H -3.16438 2.65136 0.45431 1.6 0.0 0.2 0.091
H -1.28266 3.15180 0.85595 -1.5 -2.2 0.0 0.141
H -0.63379 -2.82112 0.12003 -0.2 -0.3 -0.3 0.078
H -0.50044 -1.37432 -0.91119 1.1 -1.1 0.3 0.047
H 0.74261 -2.80490 -1.03127 -0.5 0.6 0.2 0.109
H 1.85635 -1.79386 0.50549 2.1 0.2 0.5 0.133
```
Forces are in eV/Å.

Results
- spin multiplicity = 1
- energy relative to the best compared isomer or geometry (same formula, charge and spin) (kcal per mole) = 102.1
- max |F| (hartree/bohr) = 0.053
- HOMO energy (eV) = -13.553
- total charge = +1

***

- What is the formula in the third record?
  C18H28F2N5OSn

***

- Which value of total charge does entry 3 give?
  +1